Entry 1:
Density functional theory data (wB97M-V/def2-TZVPD) for a 17-piece molecular cluster, C44H72BBrFN20O3 overall in a non-equilibrium geometry.

As for the HOMO energy: -12.307 eV. The value obtained for the HOMO-LUMO gap is 0.3283 Eh. Its total charge is +1.

Last column: Löwdin charge in e.
Cartesian coordinates (Å):
H1 0.793 -3.038 -1.843  0.145
H2 0.114 10.752 -2.193  0.082
H3 0.076 1.156 7.813  0.085
C1 -0.561 8.881 -1.492  -0.260
C2 -8.633 -4.550 -3.402  -0.282
H4 2.583 12.174 2.467  0.085
C3 -0.838 1.259 7.231  -0.068
H5 4.040 -0.059 -4.147  0.078
C4 -2.427 -3.410 -2.399  0.029
C5 9.320 -1.077 3.886  -0.073
N1 4.782 2.919 3.348  0.144
C6 -2.086 -2.850 -1.005  -0.493
H6 -0.970 5.551 -6.267  0.081
H7 0.908 5.125 -1.896  0.056
Br1 -0.200 -6.914 -2.656  0.981
H8 -6.389 -5.683 0.792  0.075
C7 0.083 10.168 -1.276  -0.097
C8 5.984 5.207 3.628  -0.062
C9 -4.395 -3.785 -0.312  -0.186
H9 1.841 -9.174 -4.650  0.084
N2 -1.063 7.864 -1.664  0.140
H10 2.042 13.847 2.348  0.086
N3 6.908 -0.380 3.211  0.135
H11 -4.749 -4.005 -1.317  0.098
H12 1.350 -2.036 0.050  0.054
C10 2.125 -9.482 -3.644  -0.091
H13 -2.656 -5.298 -1.551  0.154
H14 -8.282 -6.479 -4.186  0.089
H15 -9.005 0.511 -1.011  0.090
H16 0.866 12.554 2.572  0.084
C11 1.099 5.885 -1.144  -0.113
C12 7.970 -0.688 3.514  -0.286
C13 -6.608 -4.782 0.226  -0.089
H17 1.106 10.045 -0.931  0.068
O1 -1.447 -1.646 -1.253  0.059
H18 -3.871 1.306 5.823  0.072
H19 6.365 -0.625 -1.108  0.006
H20 -1.596 6.355 -4.827  0.082
H21 4.864 -0.680 -5.578  0.083
O2 1.193 -6.134 0.604  0.174
C14 4.960 -0.006 -4.728  -0.061
H22 -2.287 -1.505 1.184  0.026
H23 -0.271 -4.487 -2.992  0.113
C15 -1.785 1.186 1.621  -0.237
H24 -2.072 -6.379 0.350  0.050
H25 10.395 2.374 -0.799  0.082
H26 -6.544 -5.058 -0.823  0.047
H27 -8.833 -0.115 0.627  0.089
H28 0.229 5.939 -0.494  0.062
H29 -6.162 -2.728 0.223  0.065
C16 0.475 5.997 -4.804  -0.265
H30 -1.926 -4.305 0.413  0.102
H31 1.917 1.771 2.403  0.080
C17 -7.765 -5.534 -4.027  -0.070
C18 -5.301 2.413 4.742  -0.285
N4 6.999 -0.655 -3.250  0.146
C19 2.092 2.805 2.108  -0.093
H32 -1.260 -1.183 -0.422  0.071
C20 -0.753 6.308 -5.516  -0.068
H33 6.017 -0.401 0.603  0.051
H34 2.635 -3.173 0.078  0.081
H35 -0.451 10.752 -0.531  0.072
H36 2.878 3.211 2.754  0.018
B1 -0.054 -5.840 0.143  -0.645
N5 -9.306 -3.765 -2.905  0.132
H37 5.446 5.842 4.330  0.084
H38 9.217 2.149 -2.090  0.083
C21 -3.626 -6.413 -3.119  -0.290
H39 5.060 1.008 -5.110  0.086
H40 -6.894 -5.735 -3.403  0.048
H41 -4.030 -1.453 1.412  0.090
H42 -7.641 -4.521 0.424  0.073
H43 9.324 -2.049 4.376  0.081
C22 2.062 -10.928 -3.502  -0.278
O3 -2.785 -5.502 -3.535  0.065
H44 6.008 -2.014 -0.089  0.089
H45 -1.353 0.300 7.243  0.081
C23 -0.739 -5.109 -2.242  -0.501
H46 -3.143 -2.904 1.859  0.090
H47 -5.435 -3.645 1.604  0.112
C24 1.560 -3.090 0.138  -0.013
C25 -3.195 -2.088 1.142  -0.036
H48 -1.779 -2.942 -3.132  0.158
C26 4.337 -0.835 -0.602  -0.256
H49 -0.557 1.480 6.202  0.082
H50 2.484 2.799 1.093  0.071
H51 9.759 -0.354 4.571  0.081
N6 -1.075 0.324 1.352  0.148
N7 -4.348 -7.183 -2.580  0.234
N8 1.437 5.749 -4.232  0.143
H52 -7.411 -5.181 -4.994  0.084
H53 -5.305 1.746 6.742  0.089
H54 1.160 -6.231 1.559  0.127
H55 -9.219 -1.211 -0.703  0.081
C27 6.105 -0.366 -3.908  -0.257
N9 -2.207 -4.873 -2.376  -0.035
C28 9.931 1.635 -1.449  -0.066
N10 1.587 12.573 -0.504  0.145
H56 -3.185 2.084 2.913  0.056
H57 -2.168 3.212 2.029  0.044
H58 -0.677 7.270 -6.020  0.084
H59 -1.080 -7.634 0.152  0.081
H60 6.997 5.071 4.002  0.083
N11 2.013 -12.067 -3.389  0.137
H61 1.190 6.833 -1.657  0.039
N12 -6.108 -0.730 -0.844  0.161
H62 3.130 -9.109 -3.455  0.090
C29 -4.609 2.092 5.980  -0.079
N13 -1.321 -3.755 -0.176  0.137
C30 1.004 -3.788 -1.078  -0.332
C31 -2.696 2.262 1.958  -0.056
H63 9.958 -1.140 3.006  0.077
C32 0.872 3.587 2.189  -0.270
N14 -1.138 -6.714 0.568  0.186
C33 -1.684 2.310 7.775  -0.281
N15 -5.829 2.667 3.755  0.131
H64 6.040 5.730 2.675  0.084
N16 3.225 -0.718 -0.868  0.132
C34 -8.642 -0.330 -0.423  -0.049
C35 -7.225 -0.548 -0.656  -0.243
C36 -3.431 -2.595 -0.273  -0.292
C37 -0.297 -4.552 -0.830  -0.298
H65 1.197 -3.490 1.075  0.085
N17 -0.092 4.210 2.254  0.130
H66 -3.909 -1.786 -0.815  0.113
H67 1.451 -8.996 -2.938  -0.002
H68 -3.476 2.369 1.205  0.092
N18 -2.349 3.140 8.204  0.142
N19 8.749 -0.224 -0.068  0.155
H69 -3.895 -4.708 0.035  0.110
C38 9.271 0.600 -0.671  -0.262
C39 -5.647 -3.628 0.543  -0.232
H70 10.706 1.208 -2.084  0.085
H71 -4.091 2.961 6.378  0.056
C40 5.747 -0.975 -0.283  -0.095
F1 1.904 -4.655 -1.671  0.003
N20 3.244 5.338 0.223  0.128
C41 1.798 12.821 2.077  -0.063
C42 5.314 3.928 3.471  -0.247
H72 -3.438 -3.194 -2.708  0.148
C43 1.680 12.680 0.635  -0.258
C44 2.300 5.580 -0.385  -0.269

Force components x, y, z for each atom (eV/Å):
H 0.1 0.2 -0.1
H 0.0 -0.1 0.0
H 0.0 0.1 0.1
C -0.1 0.1 0.0
C 0.0 0.0 0.0
H 0.0 0.0 -0.1
C 0.2 -0.2 -0.2
H 0.1 0.0 0.1
C 0.3 0.6 -0.4
C 0.4 -0.1 0.1
N 0.4 0.0 0.2
C -1.6 0.4 1.3
H 0.1 -0.1 0.0
H 0.2 -0.1 0.0
Br -0.4 0.2 0.0
H 0.1 -0.1 0.1
C 0.0 0.1 0.0
C 0.2 0.3 0.0
C 0.3 -0.1 0.6
H 0.0 -0.1 0.0
N -0.2 0.1 -0.1
H 0.0 0.0 -0.1
N -0.1 0.0 0.0
H 0.0 0.1 -0.3
H -0.2 0.3 0.3
C 0.0 0.4 -0.1
H -0.3 0.2 0.0
H -0.1 0.1 0.1
H 0.1 0.0 0.0
H 0.0 0.0 -0.1
C -0.2 -0.2 0.1
C 0.0 0.0 -0.1
C 0.0 -0.2 0.2
H 0.0 -0.1 0.0
O 0.6 -0.1 -0.5
H 0.0 0.0 -0.1
H -0.1 -0.1 0.1
H 0.1 0.0 0.1
H 0.1 -0.1 0.0
O 0.0 0.8 -0.2
C -0.3 0.1 -0.2
H 0.0 0.1 0.3
H 0.0 0.0 -0.4
C 0.0 0.1 0.0
H -0.1 -0.2 0.2
H 0.0 -0.1 0.1
H -0.1 0.0 -0.2
H 0.1 0.0 0.0
H 0.1 0.0 0.2
H 0.3 0.3 0.4
C 0.0 0.0 0.0
H 0.0 0.1 0.3
H -0.1 0.0 0.0
C 0.3 -0.3 -0.2
C 0.0 0.0 0.0
N 0.1 0.1 -0.1
C 0.3 -0.1 0.1
H 0.0 0.1 0.1
C -0.3 0.1 -0.2
H -0.2 0.0 0.1
H 0.3 -0.1 0.2
H -0.1 -0.1 0.0
H -0.5 -0.1 -0.2
B 0.1 -0.5 0.2
N 0.0 0.1 0.1
H -0.1 -0.1 0.0
H -0.1 -0.1 0.0
C -2.3 -2.5 1.8
H 0.1 0.0 0.1
H -0.1 0.0 0.1
H -0.1 0.2 0.2
H -0.2 0.1 0.1
H -0.1 0.0 0.0
C 0.0 0.0 0.0
O -0.1 0.0 -0.1
H -0.1 0.0 0.0
H -0.1 0.0 0.1
C 0.6 0.3 -0.2
H 0.1 -0.1 0.2
H 0.1 0.4 0.2
C 0.1 -0.2 -0.4
C -0.1 -0.3 -0.2
H 0.3 -0.3 -0.2
C 0.0 0.0 0.0
H 0.0 0.1 0.0
H -0.1 0.1 0.0
H -0.1 0.1 0.0
N 0.1 0.0 -0.2
N 2.2 2.4 -1.9
N 0.1 0.0 -0.1
H -0.1 0.1 0.0
H -0.1 0.0 -0.1
H 0.2 -0.7 0.1
H 0.1 -0.1 -0.1
C 0.0 0.0 0.0
N 0.6 -0.1 0.3
C 0.2 0.3 -0.2
N 0.0 0.1 0.0
H 0.0 -0.2 0.0
H 0.2 -0.1 0.0
H 0.1 0.0 0.0
H 0.3 -0.4 0.5
H 0.0 -0.1 0.0
N 0.0 -0.1 0.0
H 0.2 0.1 0.0
N 0.0 0.1 -0.1
H 0.0 -0.1 0.0
C 0.1 0.0 0.3
N 0.3 -0.2 -1.1
C -0.7 1.0 0.0
C -0.3 0.5 0.1
H -0.1 0.0 -0.1
C 0.0 0.0 -0.1
N -0.5 1.0 -0.8
C 0.1 0.0 0.0
N 0.0 0.0 -0.1
H -0.1 -0.1 -0.1
N 0.0 0.1 -0.2
C -0.4 0.0 0.1
C 0.0 0.1 -0.1
C -0.1 -0.1 -0.1
C 0.2 -1.5 0.5
H -0.1 -0.1 0.2
N 0.0 0.0 0.0
H 0.0 0.1 -0.3
H 0.1 -0.2 0.0
H 0.0 -0.2 -0.1
N -0.1 0.0 0.0
N 0.1 -0.1 0.2
H 0.1 -0.1 0.1
C 0.0 0.0 -0.1
C -0.7 -0.8 -0.9
H 0.0 -0.1 0.0
H 0.0 0.1 -0.1
C 0.4 0.1 0.2
F 0.2 -0.5 -0.1
N 0.1 0.0 0.1
C 0.0 0.0 0.4
C 0.0 0.0 0.0
H -0.4 -0.1 0.2
C 0.0 0.1 0.0
C -0.1 0.0 0.0



Entry 2:
Density functional theory data (wB97M-V/def2-TZVPD) for C44H72FIN16O3 as an isolated structure in a non-equilibrium geometry.

As for the HOMO energy: -7.017 eV. The value obtained for the HOMO-LUMO gap is 0.2697 Eh.

Last column: Löwdin charge in e.
Cartesian coordinates (Å):
H1 -2.462 -2.388 3.375  0.119
N1 6.105 5.686 -6.123  0.127
H2 -0.453 3.381 3.751  0.143
H3 -5.408 6.047 -6.937  0.055
C1 4.645 -3.988 8.941  -0.165
C2 3.995 -5.326 3.103  -0.048
H4 -2.831 1.246 3.625  0.058
H5 8.268 8.410 -11.667  0.078
C3 0.920 0.201 3.217  -0.429
H6 -8.465 -4.197 1.936  0.055
H7 7.394 7.930 -13.138  0.080
H8 -0.269 2.153 -7.735  0.079
H9 4.338 -3.057 7.042  0.055
H10 -9.904 3.257 -7.656  0.080
H11 2.840 -1.824 1.399  0.107
H12 -6.541 -0.341 2.612  0.090
H13 9.444 -5.111 12.420  0.074
H14 -5.169 -0.826 1.497  0.095
C4 2.762 -1.068 2.270  -0.105
C5 -8.400 4.521 -6.832  -0.215
H15 -12.267 -9.181 4.502  0.080
C6 -4.985 -1.620 3.648  -0.384
N2 7.135 0.878 -4.437  0.107
H16 -1.920 1.883 -2.286  0.063
N3 3.602 3.751 -8.011  0.116
H17 8.351 -1.163 -5.288  0.034
C7 3.323 -4.327 3.989  -0.214
C8 -7.667 -4.613 1.344  -0.221
H18 1.914 5.871 -6.300  0.079
O1 1.609 -0.254 2.032  -0.212
O2 -5.625 -2.700 3.662  0.021
C9 -4.266 4.451 -7.762  -0.232
H19 -4.892 0.498 2.740  0.066
C10 3.761 -3.603 7.793  -0.102
H20 -1.726 -0.072 4.873  0.079
C11 -7.686 -3.984 -0.038  -0.240
N4 0.388 3.861 -3.303  0.115
H21 -12.643 -7.662 5.346  0.080
H22 -1.769 -2.303 6.528  0.106
C12 7.044 6.679 -11.450  -0.246
H23 5.282 1.924 -6.835  0.060
H24 -11.265 -7.739 4.226  0.073
H25 -0.774 3.837 -7.477  0.075
H26 -5.763 4.452 -6.250  0.043
C13 1.844 0.582 4.457  -0.172
H27 -0.772 -3.029 5.149  0.109
C14 6.279 2.261 -6.548  -0.075
N5 -3.714 3.941 -8.656  0.126
C15 9.169 -5.599 11.484  -0.074
C16 -0.854 -0.789 5.019  -0.177
H28 -0.557 -1.559 2.859  0.076
F1 -2.864 3.220 2.705  -0.127
H29 6.238 3.324 -6.305  0.024
H30 9.989 -5.493 10.773  0.073
H31 -0.661 0.849 -2.996  0.081
H32 1.554 4.277 -5.602  0.034
H33 3.253 1.585 3.041  0.073
N6 -7.685 5.443 -6.902  0.128
C17 8.787 -2.108 -4.960  -0.078
H34 2.352 -0.370 4.871  0.116
N7 5.349 -4.296 9.853  0.000
C18 6.759 1.485 -5.363  -0.240
O3 0.922 2.311 1.996  -0.256
C19 7.325 8.019 -12.053  -0.059
C20 -1.125 2.829 -7.699  -0.077
N8 -10.242 -9.017 6.981  0.119
H35 -0.728 3.633 1.416  0.075
C21 7.807 6.477 -8.013  -0.063
H36 -8.916 -6.076 6.084  0.079
H37 -6.713 -4.406 1.828  0.079
H38 9.492 -1.912 -4.151  0.078
H39 7.312 6.474 -8.986  0.014
H40 0.802 -1.857 4.036  0.094
C22 9.493 -2.769 -6.102  -0.266
C23 -8.160 -5.861 4.103  -0.090
H41 4.015 1.368 4.688  0.082
H42 -4.242 -1.401 5.598  0.125
N9 6.824 5.632 -10.979  0.133
H43 -2.719 2.708 4.708  0.128
H44 -0.259 -0.430 5.920  0.108
C24 3.052 4.267 -7.118  -0.265
C25 0.312 3.277 1.124  -0.184
H45 2.949 -2.967 8.148  0.072
H46 7.992 -2.757 -4.590  0.077
H47 -4.265 5.293 -5.805  0.080
C26 -10.942 -8.701 6.100  -0.266
C27 0.020 -1.069 3.707  -0.142
H48 -1.620 2.830 -8.670  0.050
H49 -8.732 2.428 -6.609  0.082
C28 -2.083 2.380 -6.641  -0.244
H50 3.939 -4.997 2.064  0.080
N10 -2.831 2.029 -5.813  0.127
N11 -8.195 -5.372 3.032  0.047
H51 5.043 -5.430 3.388  0.082
N12 2.798 -3.546 4.682  0.144
N13 -3.894 -1.449 4.632  -0.018
H52 -7.156 -6.270 5.938  0.083
H53 3.698 -0.396 2.164  0.105
H54 -8.241 -7.563 5.384  0.065
C29 -8.115 -6.482 5.464  -0.049
H55 -1.831 1.675 -4.051  0.007
N14 10.045 -3.284 -6.994  0.100
C30 7.929 -4.967 10.926  -0.143
H56 3.339 -4.497 7.334  0.058
N15 6.946 -4.466 10.487  0.034
I1 -1.347 0.673 1.061  1.003
H57 8.996 -6.660 11.674  0.071
H58 -9.990 3.459 -5.893  0.080
C31 -1.243 1.761 -3.134  -0.073
H59 3.056 5.120 -5.166  0.074
C32 -2.820 -2.473 4.467  -0.218
C33 2.350 4.926 -5.974  -0.074
C34 -2.374 2.290 3.685  -0.241
C35 3.023 1.628 4.172  -0.101
C36 -0.005 1.431 2.668  -0.603
H60 8.664 5.802 -8.049  0.084
C37 -1.539 -2.215 5.416  -0.165
H61 8.160 7.487 -7.796  0.078
H62 -0.557 1.945 4.874  0.109
C38 -5.413 -0.514 2.574  -0.013
C39 -0.328 2.940 -3.228  -0.245
H63 0.983 4.219 1.171  0.111
H64 2.778 -1.680 3.225  0.044
H65 6.522 8.714 -11.803  0.080
H66 -7.800 -5.688 1.257  0.079
H67 -3.206 -3.558 4.569  0.121
H68 2.715 2.722 4.369  0.084
C40 -4.972 5.102 -6.616  -0.094
H69 1.266 0.992 5.369  0.106
C41 6.852 6.033 -6.953  -0.227
C42 -0.754 2.267 3.798  -0.127
H70 0.326 2.981 0.007  0.074
H71 6.959 2.114 -7.389  0.081
H72 3.502 -6.295 3.196  0.082
C43 -9.315 3.341 -6.742  -0.055
C44 -11.836 -8.295 4.971  -0.062
N16 -7.701 -3.496 -1.102  0.074

Force components x, y, z for each atom (eV/Å):
H -0.5 -0.1 1.6
N 1.6 0.8 -1.7
H -0.2 -1.9 -0.2
H 0.1 -0.2 0.0
C 1.4 -0.4 1.2
C -0.4 0.6 0.5
H 0.6 1.5 -0.6
H -0.1 -0.1 0.0
C -1.6 -1.0 0.2
H 0.1 1.2 -1.9
H 0.0 -0.1 0.1
H -0.1 0.0 0.1
H -0.2 0.0 0.0
H 0.1 0.1 0.1
H -0.3 1.2 1.3
H 1.5 -0.5 0.1
H -0.1 0.0 -0.1
H -0.2 0.1 1.7
C 1.4 -0.4 -1.2
C 0.7 1.1 -0.1
H 0.1 0.1 0.1
C -2.0 -2.7 -0.1
N -0.8 1.3 -2.0
H 0.1 0.1 0.0
N -1.2 1.0 1.9
H 0.1 -0.1 0.1
C -0.6 0.8 0.8
C 0.7 2.4 -5.1
H 0.1 -0.1 0.0
O 0.4 -0.1 1.4
O 1.8 3.2 -0.2
C 0.6 -0.5 -1.0
H -0.7 -1.6 -0.1
C 1.1 0.0 0.5
H 1.3 -0.8 0.0
C 0.7 0.8 -2.0
N -1.5 -1.9 0.1
H 0.1 -0.1 0.0
H 0.1 0.2 -1.5
C -0.3 -1.3 0.4
H 0.1 0.0 0.0
H 0.0 -0.1 0.1
H -0.1 -0.1 0.0
H 0.3 0.1 -0.1
C 1.2 0.5 1.0
H -1.2 1.0 0.6
C 0.3 -0.5 0.7
N -1.3 1.2 1.8
C -0.9 0.0 -0.3
C -1.0 -1.5 0.2
H 0.6 1.1 1.1
F 0.7 -1.5 1.0
H 0.0 -0.2 0.0
H -0.1 0.0 0.0
H 0.0 0.1 0.1
H 0.1 0.1 0.0
H -0.3 0.2 1.8
N -2.2 -1.9 0.1
C 0.4 -0.4 -0.7
H -1.0 1.3 -0.9
N -11.9 0.2 -4.2
C 0.5 -0.7 1.0
O -1.6 -0.4 0.0
C -0.2 -0.8 0.3
C -0.3 -0.4 0.6
N -1.4 0.7 -1.9
H 1.2 -0.8 -0.2
C -0.6 -0.2 0.6
H 0.1 0.0 -0.1
H -0.1 0.2 -0.2
H 0.0 0.0 -0.1
H 0.0 -0.1 0.3
H -1.2 1.2 -0.5
C 0.6 -0.6 -1.0
C 0.0 0.7 -1.3
H -1.7 0.4 -0.4
H 0.0 -0.3 -0.7
N 0.5 2.3 -1.1
H 0.4 -0.5 -1.7
H -0.5 -0.5 -1.4
C 0.7 -0.5 -1.0
C 0.8 2.2 -0.9
H 0.1 -0.1 0.0
H 0.1 0.0 -0.1
H 0.1 -0.1 -0.1
C 0.8 -0.4 1.0
C 1.1 0.4 1.2
H -0.1 0.0 0.2
H 0.0 0.1 0.0
C -0.9 -0.4 0.9
H 0.0 0.0 0.1
N 1.6 0.8 -2.0
N -1.3 -5.1 10.3
H -0.1 0.1 0.0
N 1.1 -1.7 -1.5
N 0.1 0.4 -0.8
H -0.1 0.0 -0.1
H -1.3 -1.2 0.5
H 0.0 0.1 0.0
C 0.0 0.4 -0.8
H 0.2 0.1 0.3
N -1.2 1.1 1.9
C -1.6 0.4 -0.6
H 0.1 0.1 0.1
N 12.1 -0.3 3.4
I 0.0 -0.4 0.5
H 0.1 0.1 0.0
H 0.1 0.1 -0.1
C 0.5 0.6 0.0
H 0.0 -0.1 -0.1
C 0.8 -0.8 -0.4
C 0.4 -0.4 -0.7
C 0.6 0.5 2.1
C 0.1 0.2 -1.5
C 1.9 0.6 0.5
H -0.1 0.0 0.0
C 0.1 0.3 -1.1
H -0.1 -0.1 0.1
H 0.0 0.1 -1.7
C 0.6 0.7 0.2
C 0.8 1.0 -0.1
H -0.9 -1.5 0.0
H -0.2 1.1 -1.1
H 0.0 -0.1 0.0
H 0.0 0.4 -1.0
H 0.5 1.6 0.1
H 0.5 -1.8 -0.1
C 0.9 -0.4 -0.5
H 0.5 -0.8 -1.7
C -0.8 -0.3 0.9
C -2.0 0.8 -0.2
H -0.1 0.0 1.9
H 0.0 0.0 0.1
H 0.0 0.1 0.0
C 0.5 0.6 0.0
C 0.5 -0.2 0.6
N -0.1 -1.0 2.3



> Which of these has the lowest HOMO-LUMO gap?

C44H72FIN16O3



> HOMO-LUMO gap of number 1 (C44H72BBrFN20O3)?

0.3283 Eh